1.
Here is C23H48AlN2O29S as an isolated structure at a distorted geometry from OMol25. Energies are from wB97M-V/def2-TZVPD.

Each line ends with the Löwdin spin population.
CARTESIAN COORDINATES (ANGSTROEM)
Al 0.7781 -0.6693 2.9842  -0.0081
S 0.7972 -0.0132 -0.1847  -0.0476
O 1.5995 -1.2074 0.2044  0.3964
O -0.5319 -0.4482 0.3138  0.4454
O 1.1673 1.0585 0.7709  0.2298
O 0.8718 0.4087 -1.6266  -0.0165
C 4.9132 -1.9834 5.3253  0.0000
O 5.4795 -2.2535 4.0495  0.0000
C 4.9568 -1.6303 3.0032  0.0000
O 3.9247 -0.9199 3.0363  -0.0003
O 5.7563 -1.8193 1.8382  0.0001
C 5.3601 -1.3275 0.6625  0.0004
H 5.2731 -1.2282 6.0240  0.0000
H 5.0983 -2.7822 6.0434  0.0000
H 3.8355 -1.8216 5.3494  0.0000
H 4.4165 -1.7474 0.3141  0.0004
H 6.1707 -1.4801 -0.0501  0.0000
H 5.3497 -0.2521 0.8404  0.0000
C -3.0859 1.5168 0.9298  0.0014
O -3.7399 1.6506 2.1905  0.0003
C -3.0401 1.4124 3.3354  0.0000
O -1.8625 0.9863 3.4590  -0.0003
O -4.0006 1.6897 4.3212  0.0000
C -3.6367 1.4912 5.6816  0.0000
H -2.1620 2.0600 0.7310  -0.0004
H -3.8191 1.8254 0.1847  0.0001
H -2.7793 0.5147 0.6300  0.0010
H -4.0517 0.5476 6.0357  0.0000
H -4.3063 2.1141 6.2747  0.0000
H -2.5780 1.4829 5.9407  0.0000
C 6.5438 -5.1681 -3.3179  0.0000
O 5.9056 -3.9333 -3.6045  0.0000
C 5.3974 -3.2601 -2.5682  0.0000
O 5.2991 -3.5850 -1.3738  0.0000
O 4.7894 -2.2418 -3.1475  0.0000
C 3.8450 -1.4233 -2.4856  -0.0001
H 6.9765 -5.5797 -4.2298  0.0000
H 5.8997 -5.9026 -2.8343  0.0000
H 7.4198 -5.0785 -2.6755  0.0000
H 3.2302 -0.8146 -3.1487  0.0000
H 4.2107 -0.8720 -1.6193  0.0001
H 3.1390 -2.1747 -2.1320  -0.0003
C -4.4631 2.9287 -4.8764  0.0000
O -3.7648 4.1456 -4.7258  0.0000
C -2.6301 4.1902 -3.9790  0.0000
O -2.0796 5.2544 -3.5659  0.0000
O -2.2024 2.9895 -3.6105  0.0000
C -1.1395 2.8791 -2.7060  0.0000
H -3.8502 2.0304 -4.9509  0.0000
H -4.9682 2.8946 -5.8417  0.0000
H -5.3084 2.7066 -4.2250  0.0000
H -0.4021 2.1148 -2.9514  0.0000
H -1.5641 2.5089 -1.7729  0.0000
H -0.5940 3.8054 -2.5259  0.0000
C 2.6675 3.6829 1.5404  -0.0001
O 1.9984 4.3450 2.5709  0.0001
C 1.1312 3.6974 3.4032  0.0000
O 1.0191 2.4445 3.5754  -0.0004
O 0.3637 4.5746 3.9630  0.0000
C -0.8164 4.3151 4.7808  0.0000
H 2.0913 3.8338 0.6275  -0.0001
H 2.8085 2.6380 1.8167  0.0001
H 3.7167 3.9709 1.6078  0.0000
H -1.4650 3.5437 4.3656  0.0000
H -1.4204 5.2210 4.8311  0.0000
H -0.5093 4.0654 5.7964  0.0000
C -2.7358 -0.6895 -2.5638  -0.0003
O -3.9675 -0.1008 -2.2034  0.0000
C -4.7366 -0.5633 -1.2624  0.0000
O -4.5440 -1.5233 -0.5574  0.0000
O -5.7552 0.2045 -1.1711  0.0000
C -6.7803 -0.0590 -0.2053  0.0000
H -2.4879 -0.1768 -3.4932  0.0000
H -2.7763 -1.7787 -2.5511  0.0000
H -1.9718 -0.2452 -1.9259  -0.0004
H -7.6459 -0.5958 -0.5935  0.0000
H -7.0611 0.9638 0.0457  0.0000
H -6.4129 -0.5278 0.7076  0.0000
C -2.0737 -3.1856 -0.1601  0.0006
O -2.8947 -3.3993 0.9555  0.0002
C -2.6698 -2.9250 2.1391  -0.0001
O -1.7307 -2.2207 2.5126  -0.0004
O -3.7658 -3.2677 2.9220  0.0000
C -3.7282 -2.9501 4.3280  0.0000
H -1.1710 -3.7585 0.0518  -0.0002
H -1.7952 -2.1881 -0.5002  -0.0004
H -2.6086 -3.6850 -0.9678  0.0001
H -2.8946 -3.4593 4.8117  0.0000
H -4.6325 -3.4385 4.6911  0.0000
H -3.6710 -1.8942 4.5927  0.0000
C 0.3668 -2.1853 -3.7626  -0.0001
N -0.4794 -3.3183 -4.2705  0.0000
O -0.9234 -3.2861 -5.4532  0.0000
O -0.5108 -4.3216 -3.5889  0.0000
H -0.1641 -1.2346 -3.8113  0.0000
H 1.3285 -2.0782 -4.2643  0.0000
H 0.6721 -2.5881 -2.7968  -0.0001
C 2.7726 2.9631 -2.6452  0.0000
N 3.8845 2.2230 -3.2055  0.0000
O 3.7181 1.4637 -4.1354  0.0000
O 5.0241 2.5452 -2.8690  0.0000
H 2.1164 3.4749 -3.3492  0.0000
H 3.1344 3.6731 -1.9016  0.0000
H 2.1420 2.2107 -2.1714  0.0000

Results
HOMO (alpha / beta) ... -0.3756 / -0.3743 Eh
DFT total energy ... -3836.90038 a.u.
Max |F| ... 7.33 eV/A
2S+1 ... 2
Gap between HOMO and LUMO (alpha / beta) ... 10.20 / 6.62 eV

=====

2.
Here is C41H38Cl2CrN11O2 as an isolated structure from OMol25. Energies are from wB97M-V/def2-TZVPD.

Each line ends with the Löwdin spin population.
CARTESIAN COORDINATES (ANGSTROEM)
Cr 0.1890 -0.2045 0.2353  3.0463
C -5.0487 -2.0630 -0.6880  0.0002
N -3.6652 -1.8497 -0.2321  0.0036
C -2.5834 -1.3239 -0.7957  0.0056
N -1.5366 -1.4858 0.0185  -0.0025
C -2.0780 -2.1450 1.0921  0.0050
N -3.3528 -2.3753 0.9783  0.0005
C -5.7375 -1.0055 -1.5204  0.0001
C -7.0451 -1.3330 -1.8800  0.0000
C -7.8286 -0.4491 -2.5981  0.0000
C -7.3097 0.7740 -2.9970  0.0000
C -6.0037 1.0983 -2.6637  0.0000
C -5.2190 0.2194 -1.9098  0.0000
C -5.4528 2.3572 -3.1661  0.0000
N -6.0882 3.3960 -3.5791  0.0000
N -5.1207 4.2827 -4.0520  0.0000
C -3.9881 3.7063 -3.8780  0.0000
O -4.1130 2.4802 -3.3040  0.0000
C -2.6483 4.1454 -4.2647  0.0000
C -2.3777 5.4758 -4.5713  0.0000
C -1.0870 5.8385 -4.9272  0.0000
C -0.0650 4.8928 -4.9607  0.0000
C -0.3399 3.5620 -4.6684  0.0001
C 0.7387 2.4940 -4.7285  0.0000
N 0.4873 1.4553 -3.7160  0.0020
C 0.5308 1.5932 -2.4032  0.0041
N 0.0580 0.4999 -1.8155  -0.0089
C -0.2671 -0.2976 -2.8857  0.0039
N -0.0285 0.2491 -4.0473  0.0007
C -1.6370 3.1951 -4.3368  0.0000
H -5.6070 -2.2014 0.2330  0.0000
H -5.0767 -3.0170 -1.2128  0.0002
H -2.5756 -0.8515 -1.7641  0.0002
H -1.5185 -2.4681 1.9521  0.0002
H -7.4590 -2.2920 -1.5808  0.0000
H -8.8445 -0.7191 -2.8588  0.0000
H -7.8970 1.4726 -3.5815  0.0000
H -4.2189 0.5359 -1.6341  0.0000
H -3.1731 6.2108 -4.5246  0.0000
H -0.8678 6.8697 -5.1755  0.0000
H 0.9415 5.1967 -5.2337  0.0000
H 1.7273 2.9186 -4.5685  0.0000
H 0.7364 1.9759 -5.6842  -0.0001
H 0.8492 2.5091 -1.9334  0.0003
H -0.6505 -1.3014 -2.7999  0.0004
H -1.8822 2.1593 -4.1370  0.0000
C -3.7279 1.3723 1.7541  0.0004
C -2.2551 1.1321 1.8837  0.0037
O -1.5134 1.0514 0.8884  0.0211
N -1.7553 1.0247 3.1208  0.0018
C -0.3215 0.9558 3.3583  0.0016
C 0.2175 -0.4548 3.3566  0.0049
C 0.3797 -1.1076 4.5638  -0.0014
C 0.8619 -2.4054 4.5918  0.0073
C 1.1706 -3.0146 3.3887  -0.0013
C 0.9882 -2.3094 2.2184  0.0054
N 0.5145 -1.0454 2.1780  -0.0150
H -4.0036 1.4257 0.7046  0.0000
H -3.9956 2.3132 2.2385  0.0001
H -4.2849 0.5688 2.2413  0.0000
H -2.3814 1.0772 3.9078  0.0001
H -0.1133 1.4175 4.3198  0.0001
H 0.1685 1.5454 2.5917  0.0008
H 0.1335 -0.5905 5.4824  -0.0002
H 0.9959 -2.9249 5.5331  0.0004
H 1.5530 -4.0255 3.3462  -0.0002
H 1.2296 -2.7653 1.2708  -0.0001
N 1.5803 1.3347 0.5688  -0.0124
C 2.8154 1.0181 1.2730  0.0053
C 3.2173 1.8216 2.3246  -0.0014
C 4.4229 1.5711 2.9609  0.0029
C 5.2129 0.5186 2.5243  -0.0016
C 4.7893 -0.2803 1.4714  0.0027
C 3.5819 -0.0450 0.8133  -0.0012
C 3.1233 -0.9401 -0.2915  0.0018
C 4.0780 -1.5688 -1.0986  -0.0084
C 3.7242 -2.5614 -1.9971  0.0206
C 2.4019 -2.9771 -2.0736  -0.0065
C 1.4411 -2.3235 -1.3139  0.0091
C 1.7696 -1.2635 -0.4577  -0.1054
H 1.1593 2.1670 0.9707  0.0013
H 1.8359 1.5824 -0.3807  0.0032
H 2.5999 2.6602 2.6362  -0.0001
H 4.7442 2.2008 3.7810  0.0002
H 6.1616 0.3168 3.0046  -0.0001
H 5.4004 -1.1210 1.1664  0.0001
H 5.1174 -1.2720 -1.0219  -0.0014
H 4.4804 -3.0234 -2.6186  0.0011
H 2.1194 -3.7948 -2.7266  -0.0011
H 0.4109 -2.6604 -1.3838  0.0000
Cl -2.3574 6.3081 -0.4096  0.0000
C -1.0249 5.3280 -0.9844  0.0000
Cl -1.2735 3.5939 -0.6058  0.0002
H -0.1144 5.6515 -0.4988  0.0000
H -0.9638 5.4212 -2.0592  0.0000

Results
Charge ... +2
HOMO (alpha / beta) ... -0.4740 / -0.4740 Eh
DFT total energy ... -4302.47457 a.u.
Max |F| ... 0.47 eV/A
Relative energy (zero: lowest compared OMol25 entry of this formula, charge and spin) ... 0.0 kcal per mole
2S+1 ... 4
Gap between HOMO and LUMO (alpha / beta) ... 7.81 / 7.46 eV